Density functional theory data (ωB97M-V/def2-TZVPD) for a single C5H11NO molecule.

XYZ file:
```
18
Properties=species:S:1:pos:R:3:forces:R:3
C 1.333497 0.041728 -1.639364 0.1 -0.1 -0.1
C 0.313321 -0.903713 -0.972311 0.0 0.0 -0.1
C -0.425807 -0.083882 0.110938 0.1 0.4 -0.2
C -1.932207 0.194714 -0.016192 -0.1 0.0 0.0
N -0.016985 -0.357284 1.481472 0.1 0.1 0.1
C 0.724398 0.592595 2.109996 0.1 0.1 0.0
O 1.150573 1.597947 1.570600 0.0 -0.2 0.4
H 0.832507 0.948627 -2.005913 0.0 -0.3 0.0
H 2.080295 0.389460 -0.914086 -0.1 -0.2 -0.1
H 1.856565 -0.415565 -2.483151 -0.1 0.0 0.1
H -0.380376 -1.291738 -1.726313 0.0 0.0 0.1
H 0.835934 -1.765880 -0.540280 -0.2 0.1 0.0
H 0.036681 0.881664 -0.033611 -0.2 0.3 0.1
H -2.305114 -0.021455 -1.021883 0.1 0.0 0.1
H -2.563425 -0.331665 0.709146 0.2 -0.1 -0.2
H -2.073500 1.266735 0.164291 -0.2 -0.2 0.0
H -0.386651 -1.118159 2.034045 0.0 0.1 -0.2
H 0.920293 0.375871 3.172617 0.0 -0.1 0.0
```
Forces are in eV/Å.

Values from the calculation:
- Energy: -8900.93074 eV
- E_LUMO: 0.9 eV
- Energy above the lowest of the compared OMol25 structures with the same formula, charge and spin: 0.7666 eV
- SMILES: CC[C@@H](C)NC=O